<1>
49
Properties=species:S:1:pos:R:3:nbo_charge:R:1 method="wB97M-V/def2-TZVPD" smiles="COc1ccc(CCNC(=O)CCCN2C(=O)c3ccccc3C2=O)cc1" lumo_energy_ev=-0.7 homo_energy_ev=-8.229 charge=0
H 1.75 3.82 -1.23 0.22
H 0.76 2.82 0.94 0.20
H 0.25 3.33 -2.03 0.23
H 1.91 1.65 -2.47 0.23
C -5.31 -3.53 -0.62 0.30
H 6.15 -0.25 3.49 0.22
H 7.61 1.07 2.03 0.22
O 1.53 0.13 1.01 -0.60
C -1.97 -0.82 -0.51 -0.41
C 0.94 3.09 -1.21 -0.40
H -2.31 -3.13 0.88 0.20
C -3.15 -2.91 0.23 -0.13
H -5.69 -6.18 -0.18 0.17
H -1.79 -0.39 -1.50 0.21
H -2.50 -0.09 1.46 0.19
O 4.23 2.56 -1.74 -0.54
H -4.20 -4.66 0.84 0.22
C -4.21 -1.53 -1.39 -0.18
H -4.21 -0.65 -2.02 0.21
H 0.77 0.93 -1.31 0.23
C -3.12 -1.78 -0.57 -0.07
C -6.49 -5.48 0.06 -0.25
O -2.12 2.92 -0.57 -0.64
C -2.27 0.32 0.47 -0.22
N 2.63 1.42 -0.56 -0.47
H -3.13 0.90 0.12 0.23
C 3.90 0.64 1.17 -0.07
H -0.29 0.84 0.93 0.42
C 2.54 0.66 0.59 0.69
C 4.73 1.40 0.34 -0.14
C -5.29 -2.39 -1.42 -0.25
C 1.52 1.70 -1.45 -0.23
C -4.22 -3.79 0.21 -0.32
C 5.74 0.21 2.60 -0.19
C 6.56 0.96 1.78 -0.19
N -1.16 1.23 0.58 -0.63
H -7.45 -5.94 -0.19 0.20
C 6.07 1.56 0.62 -0.16
H -0.07 4.25 0.30 0.24
H -1.06 -1.34 -0.18 0.21
H 6.71 2.14 -0.03 0.23
H -6.47 -5.25 1.13 0.17
C 3.91 1.90 -0.79 0.68
C -1.16 2.45 0.00 0.67
C 4.39 0.04 2.31 -0.19
H 3.74 -0.54 2.95 0.23
H -6.14 -2.20 -2.06 0.22
C 0.17 3.20 0.11 -0.49
O -6.42 -4.31 -0.73 -0.49



<2>
49
Properties=species:S:1:pos:R:3:nbo_charge:R:1 method="wB97M-V/def2-TZVPD" smiles="O=C(NCc1ccc2c(c1)OCO2)[C@@H]1CC(=O)N(CCc2ccccc2)C1" lumo_energy_ev=0.6 homo_energy_ev=-8.320 charge=0
H -2.64 3.75 0.59 0.20
H -3.87 1.70 1.13 0.19
O -5.10 -1.54 -0.22 -0.62
C -2.15 -0.39 1.28 -0.19
H 3.95 -3.48 -1.00 0.21
C -3.12 -2.55 0.79 -0.49
H 1.58 3.65 -0.07 0.21
C 3.81 -2.47 -0.66 -0.21
C -0.52 3.81 0.36 -0.22
C 4.72 -0.42 0.08 0.22
H -0.40 4.65 1.03 0.21
H 5.93 -2.11 -0.44 0.23
H -0.96 0.81 -2.00 0.24
C -1.95 2.21 -0.73 -0.03
H -1.40 0.28 0.85 0.22
C -3.33 1.65 -0.98 -0.43
H 0.51 -3.00 1.02 0.40
H 1.61 -3.84 -1.03 0.20
C 1.32 -2.80 -0.91 -0.25
H -5.03 0.85 0.07 0.24
C -0.86 -2.00 -0.14 0.69
C 4.93 -1.71 -0.35 -0.26
C -1.78 3.30 0.12 -0.18
O -1.14 -1.54 -1.22 -0.64
H 0.88 -2.44 -1.85 0.25
H -2.26 -0.15 2.35 0.19
H -1.28 -2.28 1.97 0.21
H -3.98 2.46 -1.33 0.22
C 3.43 0.10 0.19 0.30
H 5.15 2.51 0.14 0.16
C -0.83 1.66 -1.35 -0.23
C 0.59 3.26 -0.26 -0.22
O 5.63 0.53 0.45 -0.48
N -3.41 -0.25 0.60 -0.44
H -3.28 0.89 -1.76 0.23
O 3.50 1.39 0.64 -0.49
H -3.56 -2.98 1.69 0.23
N 0.28 -2.69 0.09 -0.61
C -4.02 -1.42 0.30 0.69
H -3.05 -3.32 0.03 0.24
C -3.97 1.03 0.27 -0.21
C 2.53 -1.96 -0.56 -0.04
H 1.33 -0.23 -0.03 0.24
C -1.77 -1.87 1.08 -0.31
H 5.07 1.95 1.84 0.16
C 0.43 2.18 -1.12 -0.21
H 1.29 1.75 -1.61 0.21
C 4.87 1.68 0.79 0.24
C 2.32 -0.64 -0.12 -0.29



It is <1> that is most stable; the runner-up trails by 84.1 kJ/mol.



<1>
13
Properties=species:S:1:pos:R:3:nbo_charge:R:1 method="wB97M-V/def2-TZVPD" lumo_energy_ev="-2.0 / -2.0" homo_energy_ev="-9.913 / -9.912" charge=0
H 2.57 -0.73 1.06 0.21
H 1.94 -1.63 -0.24 0.22
C -2.90 1.34 0.03 0.65
H 0.71 0.22 -1.34 0.28
O -0.44 -2.17 -0.03 -0.78
O -2.86 2.32 0.66 -0.57
C 0.87 0.11 -0.15 -0.62
H 0.98 1.12 0.28 0.25
H 3.00 -0.34 -0.60 0.23
H -3.76 0.96 -0.46 0.10
O -1.94 0.39 -0.09 -0.82
S -0.37 -0.93 0.75 1.47
C 2.20 -0.66 0.11 -0.64



<2>
13
Properties=species:S:1:pos:R:3:nbo_charge:R:1 method="wB97M-V/def2-TZVPD" lumo_energy_ev=-0.5 homo_energy_ev=-9.182 charge=0
O 3.44 1.31 -0.31 -0.87
C -1.06 -0.38 1.06 -0.66
H -1.97 0.19 1.23 0.22
C -0.88 0.01 -0.41 0.31
H -1.95 -1.43 -1.24 0.49
C 1.27 -0.15 -0.87 -0.80
O 2.04 0.57 1.58 -0.88
S 2.19 0.77 0.15 1.99
H -0.93 1.13 -0.50 0.18
O -1.57 -0.56 -1.38 -0.68
H -1.21 -1.43 0.85 0.20
H 0.98 0.12 -1.89 0.24
H -0.35 -0.15 1.74 0.26



<3>
13
Properties=species:S:1:pos:R:3:nbo_charge:R:1 method="wB97M-V/def2-TZVPD" lumo_energy_ev=-0.1 homo_energy_ev=-10.605 charge=0
H 1.52 1.57 -0.13 0.24
H 1.23 0.60 1.45 0.23
C 1.94 -0.48 -0.19 -0.58
H -0.47 -0.07 -0.84 0.12
O -3.85 0.26 -0.99 -0.86
H 2.96 -0.41 0.04 0.22
H 1.64 -1.30 0.19 0.20
O -1.28 0.84 0.63 -0.55
H 1.86 -0.42 -1.31 0.20
C -0.32 0.44 0.03 0.47
O -2.86 -1.50 0.39 -0.88
S -3.45 -0.15 0.33 1.68
C 1.08 0.61 0.41 -0.51



It is <3> that is most stable; the runner-up trails by 143.1 kJ/mol.



<1>
9
Properties=species:S:1:pos:R:3:nbo_charge:R:1 method="wB97M-V/def2-TZVPD" lumo_energy_ev=4.8 homo_energy_ev=-2.304 charge=-1
H -0.34 -0.53 0.77 0.25
H 0.34 -1.87 -0.16 0.16
O 0.44 1.44 1.83 -1.37
H -1.29 -1.16 -0.60 0.16
H -0.20 2.08 1.50 0.38
H 1.18 0.31 -0.66 0.37
N 0.37 -0.05 -1.17 -0.86
C -0.28 -0.98 -0.23 -0.44
H -0.22 0.76 -1.27 0.34



<2>
9
Properties=species:S:1:pos:R:3:nbo_charge:R:1 method="wB97M-V/def2-TZVPD" lumo_energy_ev=4.2 homo_energy_ev=-2.311 charge=-1
H -1.01 0.03 -1.24 0.16
O 2.72 -0.94 -0.46 -1.33
H -1.66 -0.92 0.10 0.18
H 2.18 -0.70 0.28 0.35
C -1.26 0.05 -0.17 -0.40
H -1.93 0.90 -0.08 0.17
H 0.82 -0.06 0.36 0.39
N -0.09 0.33 0.64 -0.87
H 0.22 1.31 0.58 0.34



It is <1> that is most stable; the runner-up trails by 37.2 kJ/mol.



<1>
19
Properties=species:S:1:pos:R:3:nbo_charge:R:1 method="wB97M-V/def2-TZVPD" smiles="Cc1ccc(O)c(C(=O)O)c1" lumo_energy_ev=0.0 homo_energy_ev=-8.594 charge=0
C -0.14 -0.42 0.26 -0.21
O -1.96 -2.34 0.67 -0.70
H -0.07 3.17 1.21 0.23
C 1.73 1.29 -1.03 -0.13
H 2.42 1.95 -1.50 0.21
H -0.69 1.22 1.36 0.23
H 2.27 -0.43 -2.30 0.22
C 0.97 1.86 0.09 -0.09
H 1.32 4.05 0.06 0.22
O 0.49 -2.19 -1.24 -0.68
H 1.97 3.47 1.64 0.25
C -1.52 -0.97 0.85 0.77
O -2.51 -0.16 1.19 -0.61
H -2.71 -2.52 1.33 0.50
C 1.53 -0.08 -1.50 -0.30
C 0.76 -0.99 -0.74 0.34
C -0.05 1.00 0.55 -0.13
H 0.83 -2.55 -2.34 0.52
C 1.13 3.16 0.80 -0.65



<2>
19
Properties=species:S:1:pos:R:3:nbo_charge:R:1 method="wB97M-V/def2-TZVPD" lumo_energy_ev=-0.3 homo_energy_ev=-8.754 charge=0
O 1.35 0.53 1.72 -0.67
C 0.94 1.62 -0.93 0.81
H -1.48 -2.81 2.20 0.24
C -1.94 -2.85 1.08 -0.67
H -3.26 -2.93 0.96 0.23
O 1.91 2.20 -0.30 -0.62
C -1.41 -1.20 -0.75 -0.19
H -2.40 -1.67 -1.29 0.21
H 2.08 1.25 0.97 0.53
C 0.26 0.42 -0.43 -0.35
C -0.74 -0.13 -1.17 -0.17
H -1.64 -3.86 1.26 0.27
C -0.26 -1.13 1.32 -0.22
O 0.63 2.12 -2.20 -0.68
H -0.08 -1.49 2.60 0.20
C 0.58 -0.02 0.81 0.49
H -1.06 0.19 -1.91 0.18
C -1.22 -1.69 0.67 -0.07
H -0.54 2.42 -2.20 0.50



<3>
19
Properties=species:S:1:pos:R:3:nbo_charge:R:1 method="wB97M-V/def2-TZVPD" smiles="COc1c(O)cccc1C=O" lumo_energy_ev=-0.1 homo_energy_ev=-8.899 charge=0
C 1.35 1.89 -0.11 -0.25
O -3.25 -0.22 -0.08 -0.51
C -2.13 -0.63 -0.06 0.42
H -1.95 2.13 -0.04 0.23
C 0.70 -2.50 -0.37 -0.25
C 0.30 -0.32 0.15 0.26
H 2.33 2.33 0.15 0.21
H 1.44 -3.28 -0.17 0.20
H 0.10 3.58 -0.06 0.23
C 1.43 0.42 0.00 0.27
H -1.98 -1.80 0.15 0.12
C -1.02 1.61 0.05 -0.18
O 2.54 -0.34 -0.10 -0.67
H 3.38 0.08 0.08 0.49
C -0.93 0.22 -0.04 -0.20
C 0.08 2.46 -0.04 -0.22
H -0.30 -2.81 -0.84 0.17
O 0.37 -1.62 0.70 -0.52
H 1.09 -1.73 -1.08 0.19



It is <3> that is most stable; the runner-up trails by 154.1 kJ/mol.



<1>
14
Properties=species:S:1:pos:R:3:nbo_charge:R:1 method="wB97M-V/def2-TZVPD" lumo_energy_ev=-4.6 homo_energy_ev=-14.466 charge=+1
C 1.35 1.55 1.26 -0.48
H -1.76 -1.70 -1.83 0.40
H 2.15 1.06 1.90 0.24
C -0.06 -0.06 -0.33 0.30
N -1.18 -1.99 -1.10 -0.67
H 1.24 2.54 1.80 0.25
H 1.70 1.97 0.19 0.20
H 0.09 -1.10 -2.10 0.20
S 1.01 -0.15 -1.67 0.23
H -1.80 -0.84 0.53 0.44
H -0.63 1.57 1.04 0.38
N 0.10 0.92 1.18 -0.51
H -1.13 -2.89 -0.66 0.43
N -1.09 -0.89 -0.21 -0.41



<2>
14
Properties=species:S:1:pos:R:3:nbo_charge:R:1 method="wB97M-V/def2-TZVPD" lumo_energy_ev=-4.1 homo_energy_ev=-13.414 charge=+1
H 0.28 1.61 -0.13 0.23
N -1.19 0.16 1.28 -0.68
N 1.42 -1.07 0.44 -0.69
H 0.60 -0.62 0.87 0.44
H 1.96 -1.70 1.02 0.43
C 1.70 -0.92 -0.83 0.00
H -2.32 0.36 -0.47 0.40
H -1.77 -0.62 1.58 0.39
H -0.81 1.74 -1.56 0.25
H -1.46 0.98 1.83 0.37
H 2.55 -1.44 -1.25 0.26
C -0.42 1.09 -0.78 -0.25
S 0.85 0.04 -1.90 0.33
N -1.38 0.37 -0.11 -0.48



It is <2> that is most stable; the runner-up trails by 262.2 kJ/mol.



<1>
11
Properties=species:S:1:pos:R:3:nbo_charge:R:1 method="wB97M-V/def2-TZVPD" smiles="CN(Cl)C(N)=O" lumo_energy_ev=0.6 homo_energy_ev=-9.813 charge=0
H -1.13 0.71 -2.14 0.40
H 1.66 -1.64 -0.06 0.22
H 1.89 0.21 0.24 0.22
H -1.52 2.25 -1.49 0.42
N -1.06 1.33 -1.34 -0.83
C -0.40 0.97 -0.26 0.75
N -0.19 -0.44 0.05 -0.43
C 1.25 -0.70 0.45 -0.44
Cl -0.68 -1.53 -1.25 0.07
H 1.36 -0.97 1.54 0.22
O -0.13 1.78 0.58 -0.61



<2>
11
Properties=species:S:1:pos:R:3:nbo_charge:R:1 method="wB97M-V/def2-TZVPD" smiles=CON1N[C@H]1Cl lumo_energy_ev=1.1 homo_energy_ev=-9.502 charge=0
N -1.41 1.32 0.34 -0.47
H 1.81 -1.27 0.23 0.19
O -0.10 -0.68 0.42 -0.39
C 1.11 -0.73 -0.32 -0.25
H -2.29 -0.52 1.60 0.24
N -1.09 -0.02 -0.19 -0.07
H 1.42 0.28 -0.23 0.19
C -2.27 0.00 0.57 0.05
H 0.80 -1.19 -1.17 0.19
H -1.77 1.90 -0.45 0.36
Cl -3.83 -0.34 -0.30 -0.04



It is <1> that is most stable; the runner-up trails by 358.8 kJ/mol.



<1>
14
Properties=species:S:1:pos:R:3:nbo_charge:R:1 method="wB97M-V/def2-TZVPD" lumo_energy_ev=-4.0 homo_energy_ev=-13.361 charge=+1
H -0.28 1.42 2.12 0.25
H 0.91 -1.09 0.68 0.19
C -0.18 0.67 1.28 -0.52
H 1.85 0.21 1.44 0.23
H -0.42 -1.47 -1.34 0.45
S 0.05 1.64 -0.23 -0.09
H -1.79 -1.20 -2.38 0.45
H 1.35 1.98 -0.32 0.17
C 0.92 -0.30 1.42 -0.63
N -0.88 -0.87 -2.01 -0.91
H 0.95 -0.74 2.43 0.24
H -0.25 -0.68 -2.84 0.46
H -1.05 0.10 -1.51 0.47
H -1.20 0.33 1.26 0.23



<2>
14
Properties=species:S:1:pos:R:3:nbo_charge:R:1 method="wB97M-V/def2-TZVPD" lumo_energy_ev=-3.7 homo_energy_ev=-13.874 charge=+1
S 0.66 -0.61 -0.48 -0.04
H -1.39 2.39 -1.36 0.25
H 0.18 -0.40 3.03 0.44
H -0.88 0.23 -2.02 0.23
N -0.27 -1.06 2.40 -0.91
H -0.04 -0.74 1.36 0.41
C -0.65 1.89 -0.74 -0.63
H 0.00 -1.68 -0.95 0.16
H -1.27 1.53 0.09 0.20
H -1.26 -1.19 2.62 0.45
C -0.06 0.74 -1.51 -0.48
H 0.67 0.91 -2.28 0.24
H 0.02 2.67 -0.39 0.23
H 0.21 -1.95 2.53 0.44



It is <2> that is most stable; the runner-up trails by 34.8 kJ/mol.



<1>
13
Properties=species:S:1:pos:R:3:nbo_charge:R:1 method="wB97M-V/def2-TZVPD" smiles="C1=C[C@H]2CON=C2S1" lumo_energy_ev=0.5 homo_energy_ev=-8.571 charge=0
C -0.17 -0.66 -1.16 -0.22
S 2.22 0.20 -0.61 0.33
H -2.14 0.05 1.26 0.21
O -0.50 1.05 2.10 -0.40
H -0.61 -1.11 1.53 0.21
H -0.99 1.14 -0.54 0.25
H 1.48 -0.96 -2.54 0.23
C -0.98 -0.07 1.20 -0.09
C 0.95 0.56 0.56 0.03
H -0.81 -1.21 -1.78 0.22
C -0.43 0.36 -0.08 -0.36
N 0.94 1.11 1.77 -0.10
C 1.04 -0.47 -1.72 -0.32



<2>
13
Properties=species:S:1:pos:R:3:nbo_charge:R:1 method="wB97M-V/def2-TZVPD" lumo_energy_ev=0.6 homo_energy_ev=-8.676 charge=0
C 0.46 0.38 -0.01 0.46
H -1.51 -1.69 0.03 0.24
H -3.29 -1.19 -0.01 0.21
O -0.73 0.99 0.00 -0.47
C 2.51 2.06 0.00 -0.13
H -2.71 1.18 0.01 0.20
C -1.95 0.36 0.00 0.13
C 1.55 1.32 0.00 -0.12
N 0.60 -0.89 0.00 -0.60
H 3.36 2.72 0.00 0.25
H 1.79 -2.78 -0.01 0.11
S 2.18 -1.53 0.00 0.21
C -2.26 -0.93 0.00 -0.48



<3>
13
Properties=species:S:1:pos:R:3:nbo_charge:R:1 method="wB97M-V/def2-TZVPD" smiles="S=CCc1cnoc1" lumo_energy_ev=-0.4 homo_energy_ev=-9.086 charge=0
H 0.21 -1.53 1.36 0.24
H 0.61 -1.10 -2.04 0.22
S 2.82 -0.89 1.57 0.07
N -0.86 0.15 -2.54 -0.09
C 1.48 -0.04 1.29 -0.22
H -0.37 -0.01 1.86 0.24
C 0.15 -0.48 1.07 -0.51
O -1.63 1.04 -1.76 -0.31
C -0.45 -0.06 -0.26 -0.15
C -1.31 0.90 -0.43 0.14
C -0.20 -0.45 -1.62 -0.02
H -1.94 1.43 0.13 0.20
H 1.49 1.05 1.37 0.18



It is <3> that is most stable; the runner-up trails by 53.6 kJ/mol.